Below is a cluster of 6 separate species, C24H47BrNO16S7 in total in a non-equilibrium geometry, with properties calculated with ωB97M-V/def2-TZVPD.

Calculated values
- Kohn-Sham gap: 7.147 eV
- Max |F|: 0.11296 Eh/bohr
- Molecular weight: 910.0 u

The geometry in ORCA input format:
```
! RIJCOSX wB97M-V def2-TZVPD def2/J DEFGRID3
* xyz -1 1
S -3.496 3.832 1.319
H 1.352 9.183 3.328
H -1.045 -2.838 -9.695
C 2.005 -2.649 0.630
O 2.340 -0.078 1.056
C 2.370 7.374 1.200
C 3.777 7.938 1.359
S -3.231 -0.825 -1.722
H 2.115 -6.871 4.398
C 1.864 9.464 2.407
S -3.212 -1.834 -7.980
H -3.604 -1.882 -4.650
H -4.042 -2.355 -10.127
H 5.188 -5.254 7.091
C -3.565 1.997 1.083
O 4.351 10.356 2.239
H 0.788 2.900 3.129
C -2.307 -0.862 -3.254
H -1.674 -5.000 -8.706
O 4.666 -6.208 4.057
H 1.788 -2.320 -0.386
C -4.588 -0.136 -3.850
C -3.418 1.132 2.418
C 1.433 8.581 1.234
C -2.686 -3.482 -7.518
O 3.813 8.538 3.918
O -2.957 0.425 -1.051
O 0.645 -1.329 2.458
O 0.564 4.905 1.395
C 2.291 -6.179 5.221
S 1.904 -1.267 1.754
H 0.413 1.112 3.249
C 4.513 -6.003 6.679
H -2.731 -1.140 -10.213
H 1.415 2.084 0.946
H -1.690 -1.761 -3.282
C 0.304 1.938 1.177
H 2.842 -5.202 7.787
H -5.246 -1.738 -2.541
O -3.918 4.461 0.016
H -3.365 -4.746 -9.133
H -4.619 1.767 0.667
C -2.059 -3.204 -9.888
H 0.389 8.278 1.331
H 0.076 0.835 0.929
H -4.389 0.938 -3.769
C 3.425 -3.171 0.803
H 2.138 6.704 2.033
H -5.503 -0.106 -1.855
H -1.016 2.256 3.064
H 5.036 -6.954 6.555
C -4.847 -0.724 -2.469
H 1.237 -6.885 6.990
C 3.218 -1.802 2.844
H -2.078 -3.629 -10.894
O -3.103 -2.102 -1.057
C 3.241 -6.180 7.498
Br -4.450 1.391 4.087
H 1.271 -3.392 0.950
C 3.694 -3.153 2.309
H -1.768 -3.391 -6.934
H 2.833 -1.885 3.861
O -4.609 -1.670 -7.649
H -2.949 -0.369 -5.274
O -4.579 4.185 2.338
O 3.827 -4.046 5.069
H 2.268 6.807 0.273
H 1.527 9.141 0.297
H 3.538 -4.173 0.383
H 4.509 7.188 1.659
H 4.750 -3.315 2.533
H 4.104 8.441 0.447
H 4.133 -2.509 0.293
C -3.061 -2.066 -9.743
S -0.737 4.320 0.853
H -1.672 0.025 -3.287
O -1.047 5.134 -0.399
C -3.344 -0.852 -4.379
H -3.464 -3.954 -6.918
S 3.934 -5.486 5.073
C 2.247 -6.889 6.576
O -0.578 2.734 0.330
C -2.446 -4.236 -8.827
H 1.573 -5.358 5.177
O -2.203 -0.893 -7.554
H -2.829 1.576 0.314
H 3.130 -3.956 2.789
H 3.427 -6.751 8.410
H 4.012 -1.054 2.807
S 3.615 9.174 2.635
N -2.027 4.413 1.972
H -5.446 -0.272 -4.511
C 0.065 2.098 2.756
O -2.600 0.176 2.410
H 2.548 -7.935 6.453
H 1.697 10.521 2.197
*
```


Below is the ion C10H14ClI3N with charge +1 in a non-equilibrium geometry, with properties calculated with ωB97M-V/def2-TZVPD.

Calculated values
- Kohn-Sham gap: 7.096 eV
- SMILES: CC[C@@H](I)[C@@]1(/C(I)=C(/C)I)C=[NH+]C[C@H]1Cl
- Max |F|: 0.08807 Eh/bohr
- Molecular weight: 564.4 u

The geometry in ORCA input format:
```
! RIJCOSX wB97M-V def2-TZVPD def2/J DEFGRID3
* xyz 1 1
H -0.345 2.416 -0.726
H 2.695 2.527 -1.020
H -4.655 1.544 1.053
H -3.250 1.926 2.343
N 2.245 1.288 0.719
C 0.522 1.668 -1.063
H 1.289 -2.970 -1.969
H 1.757 -0.653 1.407
C 1.322 -2.204 -1.054
C -1.135 0.466 0.671
C 1.052 -3.163 0.288
H 1.594 3.450 0.176
C 0.115 0.202 -0.395
H 2.082 -3.377 0.853
C -2.489 0.957 0.300
C 1.813 2.361 -0.258
H -3.801 0.142 1.992
I -0.842 0.090 2.853
H 0.145 -0.908 -2.508
C 1.399 0.189 0.678
I -1.767 -2.346 -1.121
H 0.406 -2.503 1.038
H 3.098 1.476 1.293
C 0.097 -1.135 -1.337
H 2.393 -1.734 -1.075
C -3.625 1.207 1.495
Cl 0.499 1.876 -2.900
H 0.447 -4.135 0.044
I -3.060 1.343 -1.776
*
```


Below is a cluster of 14 separate species, C58H142N14O19 in total in a non-equilibrium geometry, with properties calculated with ωB97M-V/def2-TZVPD.

Calculated values
- Kohn-Sham gap (spin up / spin down): 2.878 / 8.165 eV
- <S²>: 0.7511
- Max |F|: 0.11668 Eh/bohr
- Molecular weight: 1339.9 u

The geometry in ORCA input format:
```
! RIJCOSX wB97M-V def2-TZVPD def2/J DEFGRID3
* xyz 3 2
C 20.686 -19.565 18.637
H 24.567 -18.162 17.412
C 22.331 -22.294 22.067
H 17.361 -16.018 13.498
H 11.967 -11.567 20.354
O 15.238 -17.938 14.570
H 16.880 -13.903 18.261
C 17.610 -21.128 14.272
C 14.694 -15.327 12.746
H 15.430 -11.938 17.841
C 15.541 -13.083 13.040
C 23.481 -16.437 15.601
H 14.180 -13.949 17.294
C 16.444 -20.302 11.003
C 14.706 -13.982 18.248
H 26.261 -15.635 15.227
O 18.909 -12.377 16.066
H 18.147 -19.422 17.795
N 18.605 -19.893 12.133
H 19.471 -17.735 24.260
H 15.644 -20.492 18.144
H 23.914 -19.153 16.307
O 22.370 -21.605 14.151
H 24.630 -22.629 16.013
C 17.628 -13.505 11.084
O 16.857 -18.331 15.897
H 25.036 -11.942 22.847
H 24.974 -17.615 14.552
H 15.997 -20.559 10.042
C 14.541 -21.988 19.133
O 16.830 -11.994 15.604
C 14.850 -12.518 18.559
H 14.877 -12.848 12.208
H 12.841 -21.483 20.427
H 12.997 -15.288 23.247
H 23.003 -25.580 17.749
H 19.269 -16.266 15.470
H 13.664 -15.359 24.824
C 18.230 -21.653 15.576
H 20.541 -19.885 19.669
C 19.322 -12.519 19.501
C 24.731 -24.535 16.833
H 15.333 -22.727 19.010
C 16.065 -14.598 18.463
C 16.499 -18.814 11.271
H 15.468 -12.334 19.438
H 20.264 -17.688 20.385
H 26.101 -22.947 16.880
H 18.892 -20.983 16.125
H 18.665 -11.889 20.101
H 20.745 -14.032 21.397
N 15.985 -14.532 12.762
H 23.186 -12.594 25.193
H 10.974 -10.520 16.821
H 23.350 -11.300 21.275
H 22.316 -22.949 16.660
H 17.374 -18.558 13.359
N 15.358 -20.650 19.099
H 19.398 -19.738 14.043
H 14.040 -14.938 11.965
H 13.751 -11.739 20.882
N 19.990 -18.234 18.263
H 12.764 -12.222 16.708
C 13.927 -15.125 23.793
C 18.157 -16.649 22.329
C 14.145 -22.384 15.586
H 14.542 -17.079 23.095
C 18.873 -20.527 13.504
H 14.170 -14.064 23.852
N 13.532 -11.759 18.733
C 13.725 -10.172 18.574
H 12.228 -8.813 18.057
H 18.849 -17.412 21.974
O 19.401 -23.104 20.265
H 17.624 -14.343 14.282
C 25.676 -14.575 17.551
O 22.456 -19.532 14.095
H 19.456 -16.385 19.348
H 13.259 -21.881 15.200
H 23.015 -14.828 21.039
H 19.901 -18.554 16.053
H 16.880 -20.352 14.504
H 24.797 -14.287 16.975
H 13.600 -23.164 20.729
H 24.046 -21.569 18.124
H 23.564 -13.337 20.218
C 20.820 -12.366 19.976
C 23.556 -12.901 24.215
H 13.914 -23.426 15.811
H 25.529 -19.147 16.556
H 13.084 -20.996 17.808
H 16.423 -18.547 21.836
H 22.186 -24.306 20.095
H 16.114 -15.520 17.884
C 18.430 -17.938 24.509
H 17.406 -22.035 16.178
H 20.572 -18.839 12.415
H 16.374 -15.399 14.786
C 24.848 -17.314 15.592
O 17.942 -21.745 20.671
H 23.286 -21.375 20.317
C 22.970 -11.627 22.243
H 17.080 -21.894 13.705
H 14.724 -10.086 18.146
C 22.597 -22.182 20.569
H 15.047 -16.308 12.430
H 21.451 -12.593 19.117
C 16.270 -16.435 24.165
C 19.409 -16.425 16.540
H 19.011 -13.545 19.698
C 21.922 -23.286 17.619
H 19.088 -20.099 24.688
N 23.183 -23.474 18.469
H 15.854 -19.061 23.414
O 18.573 -13.563 12.087
H 14.176 -15.253 13.702
C 16.681 -14.601 11.422
H 14.933 -19.832 19.512
O 18.289 -22.185 18.703
H 22.733 -16.809 14.902
H 23.847 -23.895 20.435
C 18.475 -18.636 18.475
C 23.486 -13.855 21.175
H 15.907 -17.001 25.023
H 12.843 -13.109 20.249
N 17.913 -11.608 16.089
H 18.577 -15.744 22.769
O 17.860 -10.575 16.748
H 17.488 -19.625 25.131
C 17.641 -18.640 12.306
H 18.356 -16.438 16.822
C 17.856 -20.796 11.093
H 24.484 -13.896 21.612
H 21.884 -21.323 22.282
H 21.288 -22.590 18.168
C 18.267 -19.447 24.389
H 15.935 -14.749 10.640
H 24.323 -25.352 18.790
C 22.925 -23.510 19.999
N 24.710 -18.560 16.495
C 11.650 -10.774 17.638
H 16.417 -12.439 13.112
H 13.030 -22.797 17.770
C 24.435 -22.587 18.161
H 20.994 -11.292 20.046
C 26.044 -16.401 15.971
N 22.414 -20.553 14.751
H 22.384 -14.626 23.243
H 20.290 -12.460 22.034
H 18.532 -19.858 22.309
H 19.390 -13.483 11.589
C 12.945 -12.025 20.205
H 21.360 -24.221 17.615
N 18.545 -22.391 19.859
H 14.242 -21.851 21.404
H 21.245 -17.665 16.818
O 23.073 -18.515 21.186
C 25.023 -23.108 16.910
O 25.871 -15.977 17.266
H 17.357 -20.760 23.092
H 17.968 -17.672 18.506
H 14.911 -13.054 13.928
H 23.177 -22.231 22.752
H 19.762 -18.856 10.729
H 13.953 -14.443 18.887
H 18.179 -13.892 10.226
C 23.772 -24.848 17.996
C 21.018 -12.977 21.409
H 21.675 -21.762 20.168
H 16.879 -18.352 10.359
C 22.364 -13.550 23.414
H 17.897 -21.879 11.212
H 18.452 -19.008 19.499
H 15.000 -22.232 14.928
C 13.667 -21.916 17.855
H 24.296 -24.778 15.864
N 23.840 -18.156 20.347
H 11.831 -12.910 18.090
H 16.410 -14.846 19.467
H 23.187 -16.180 16.619
H 21.429 -13.268 23.897
H 26.901 -17.076 15.952
C 20.209 -17.169 19.427
C 12.396 -12.054 17.720
H 21.767 -19.425 18.611
H 17.146 -15.585 11.478
H 19.622 -21.280 13.255
H 13.140 -9.321 16.681
H 15.302 -15.776 22.270
N 17.356 -17.376 23.494
H 15.524 -18.482 11.628
H 26.500 -13.926 17.255
H 25.446 -14.476 18.612
H 25.625 -25.142 16.976
H 23.751 -15.477 15.162
H 18.675 -22.597 15.259
H 18.406 -20.586 10.176
H 22.152 -11.024 22.638
H 15.781 -20.835 11.685
O 20.174 -15.356 16.938
O 22.530 -20.462 15.929
C 13.730 -22.111 20.477
H 13.600 -9.603 19.495
C 19.965 -19.360 11.674
H 20.357 -20.418 18.043
N 22.437 -12.989 22.026
H 19.143 -12.305 18.447
C 12.711 -9.685 17.615
H 24.037 -10.838 23.838
H 17.546 -16.318 21.489
H 20.539 -20.210 11.306
O 14.630 -21.911 16.781
H 16.693 -15.465 24.428
H 16.277 -20.729 19.511
C 15.026 -16.118 23.267
N 15.652 -18.310 15.671
H 17.273 -12.499 10.861
H 21.487 -22.906 22.385
H 25.107 -22.805 18.991
O 24.279 -18.979 19.554
H 18.056 -17.493 25.431
C 24.057 -11.785 23.299
C 20.162 -17.784 16.778
C 17.745 -19.742 23.054
O 14.841 -18.588 16.545
H 21.235 -16.938 19.141
C 16.937 -15.099 13.902
H 24.255 -13.729 24.337
H 19.901 -14.543 16.506
C 16.714 -18.656 22.881
O 24.141 -16.947 20.358
H 18.060 -17.650 12.125
H 11.033 -10.687 18.532
*
```